Entry 1:
Density functional theory data (ωB97M-V/def2-TZVPD) for a molecular structure, C3H7O2.

Structure (XYZ):
```
12
Properties=species:S:1:pos:R:3:forces:R:3:mulliken_charge:R:1
O -2.694731 -1.944571 1.118081 4.082 2.740 -3.901 -0.5488
O -0.287739 0.656257 0.085400 -1.182 -0.012 -0.052 -0.7489
C 0.090551 1.630508 0.785438 1.014 -0.806 1.088 -0.2279
C 1.073494 1.532687 1.774197 1.037 0.701 0.504 -0.6711
C -1.786364 -1.470681 0.304152 -2.648 -2.376 1.447 0.0809
H -0.756628 -1.920869 0.272461 -0.724 0.401 0.622 0.2058
H 2.178467 -1.465652 -4.576699 -1.190 -0.445 0.497 0.0201
H 1.097201 0.659162 2.416399 0.570 -0.593 -0.670 0.1760
H -0.474171 2.568842 0.845652 -0.006 0.702 -1.242 0.3501
H 1.495331 -1.717647 -4.286650 1.190 0.447 -0.495 -0.0194
H -1.881268 -0.759321 -0.601913 -0.724 -0.726 1.826 0.2052
H 1.945857 2.231284 1.863484 -1.419 -0.033 0.376 0.1782
```
Forces are in eV/Å.

Output
Total charge: -1
Lowest unoccupied orbital energy (Eh): 0.1459
Calculated total energy (eV): -7316.18380
Frontier orbital gap (eV): 5.925
Spin multiplicity: 1

=====

Entry 2:
Density functional theory data (ωB97M-V/def2-TZVPD) for a molecular structure, C38H47HoN5O.

Structure (XYZ):
```
92
Properties=species:S:1:pos:R:3:forces:R:3:mulliken_spin:R:1
Ho 0.443318 -0.672883 -0.936184 0.534 -0.107 0.773 3.0164
O -3.547584 1.243607 4.596457 -0.481 0.897 -0.270 0.0003
N 0.015237 -2.364564 -3.064439 3.657 0.882 3.163 -0.0021
N 0.088638 -1.026322 -4.759822 1.159 -0.776 1.639 -0.0018
N -1.971821 -0.259681 5.184589 -0.572 0.741 -0.001 0.0003
N 1.318349 -2.868671 2.811154 -2.823 -0.372 1.834 0.1274
N -1.518336 -0.485912 0.669891 -1.996 -0.466 1.095 -0.0171
C -0.558499 3.064201 0.568482 -0.607 0.317 0.008 -0.0005
C -1.862593 0.735533 -3.600332 -1.942 -0.291 -0.012 0.0056
C 0.601400 2.166237 0.361478 0.742 -0.453 -0.589 -0.0160
C -0.931511 -3.959567 1.545508 0.768 0.508 -1.662 -0.1125
C 2.404831 1.044754 -0.551635 -0.706 0.479 0.899 -0.0481
C 1.150138 2.642008 -2.153975 -0.159 0.275 -0.561 0.0060
C 0.357377 -3.507027 3.467422 0.703 0.348 -0.257 -0.0813
C 1.242145 1.449709 1.400442 0.368 -0.397 -1.183 -0.0381
C -0.288632 3.837617 -7.158178 -0.138 0.535 -0.475 -0.0007
C -1.532956 -0.329888 2.035980 0.027 -0.047 -0.869 0.0006
C -0.799415 -4.058179 2.929179 -0.287 -0.191 -0.419 0.2319
C 1.276113 0.656713 -5.907082 -1.821 1.085 -0.336 0.0003
C 1.328012 1.947826 -0.849727 -0.041 -0.517 0.762 -0.0036
C -0.287995 0.565047 6.789933 0.319 0.351 -0.104 0.0002
C -2.767430 0.386854 4.252485 1.136 -1.426 0.776 -0.0017
C 1.236408 -2.720114 1.455034 1.086 -1.239 0.664 0.0619
C 1.103113 -2.890098 -3.891524 -4.020 1.999 -1.220 0.0030
C -0.035675 2.632607 -6.318567 -0.174 0.627 -0.779 0.0014
C -2.739588 -0.516713 0.052917 0.903 0.527 1.054 -0.0003
C -0.926708 1.104684 -4.706076 0.814 0.158 -1.616 0.0025
C 3.457804 0.608253 -1.505271 0.576 -0.037 -0.366 0.0053
C -3.928852 -0.262429 0.742586 -0.117 -0.233 -0.429 0.0029
C -1.400741 -1.567346 4.956575 0.677 -0.126 -0.879 0.0028
C 2.554459 -0.112351 -5.889761 0.666 -0.255 -0.808 -0.0007
C 0.109919 0.282068 -5.234544 0.766 -1.138 1.335 -0.0023
C 3.366147 0.062900 1.651056 0.070 -0.176 0.732 0.0633
C 2.361358 0.768824 0.854665 -0.531 0.956 -0.724 0.1103
C 0.941026 -2.133378 -5.029240 0.217 -0.555 0.826 -0.0029
C -1.024327 2.305930 -5.393525 1.054 -0.996 0.216 -0.0025
C 0.907169 1.533621 2.838622 -0.205 0.110 0.693 -0.0045
C -0.210256 -1.064726 -3.406538 0.325 -4.516 0.019 0.0019
C -1.270177 -2.426538 6.209198 -0.260 -0.220 -0.143 -0.0008
C 0.103005 -3.407377 0.727248 0.545 0.945 1.408 0.2489
C -2.688687 -0.026918 2.774731 -0.221 -0.256 0.056 -0.0040
C -3.917438 -0.022311 2.107062 0.520 0.082 -0.153 -0.0009
C 2.599696 -2.239312 1.213982 -2.231 -4.196 -5.374 0.4348
C -1.759813 0.296598 6.535808 -0.434 -0.259 -0.493 -0.0003
C 1.098741 1.867097 -6.572879 -0.337 -0.369 0.943 -0.0020
H -0.177970 1.643537 2.992069 0.240 0.095 0.074 0.0007
H 1.712230 3.593913 -2.222778 -0.170 -0.256 0.097 -0.0005
H 0.094394 2.872510 -2.358737 0.234 0.022 -0.043 0.0000
H 1.510111 2.019672 -2.986920 -0.160 0.147 0.069 -0.0018
H 1.384127 2.406731 3.320392 -0.093 -0.210 -0.042 0.0009
H -2.743443 -0.751870 -1.016163 0.039 0.225 0.288 -0.0024
H -0.863219 4.582340 -6.585029 0.278 -0.074 -0.331 0.0000
H -0.961120 -3.429518 5.901022 -0.109 0.162 0.129 0.0002
H 2.973031 -1.024910 1.949173 0.917 1.536 -0.274 0.0446
H -1.537993 -4.584332 3.553812 0.345 0.420 -0.369 0.0053
H 2.476044 -1.145840 -6.225486 0.140 0.525 0.110 0.0002
H 3.618084 0.581697 2.579398 0.119 0.267 -0.011 0.0075
H -0.509605 -2.033471 6.891219 -0.287 -0.273 -0.079 0.0000
H 3.840080 -0.394687 -1.263900 -0.009 0.220 -0.036 -0.0066
H 0.656397 4.275232 -7.513064 -0.382 0.041 0.053 0.0000
H -1.923725 -0.361575 -3.425645 -0.282 1.306 -0.232 0.0000
H -2.122287 -0.456417 7.248171 -0.076 0.463 0.028 0.0001
H 0.500960 -3.528946 4.525095 0.239 -0.304 0.655 -0.0036
H 3.096637 0.577604 -2.548018 0.045 -0.005 0.243 0.0017
H -2.360660 1.202950 6.634789 0.082 -0.182 -0.086 0.0001
H 2.584431 -2.617361 0.006233 0.775 1.531 1.272 -0.0377
H 3.234325 0.341530 -6.602574 0.281 0.413 -0.027 -0.0001
H -0.163228 1.135805 7.715098 -0.001 -0.096 -0.045 0.0000
H -1.862307 -4.282156 1.063397 0.469 -0.243 0.066 -0.0050
H -0.404598 -1.436742 4.506509 -0.150 -0.244 0.171 -0.0010
H -0.924811 3.468273 -0.384277 0.008 -0.034 0.175 0.0002
H 3.059360 -0.136380 -4.913143 -0.379 0.116 -0.136 0.0001
H 0.292999 -0.359492 6.876380 -0.042 0.337 -0.053 0.0000
H 4.267782 -0.141233 1.068271 0.021 -0.067 0.208 -0.0096
H -1.886283 2.917681 -5.250648 -0.292 0.665 0.176 0.0000
H -0.894408 3.546657 -8.037182 0.241 0.283 0.219 0.0001
H 1.232495 0.636987 3.388061 -0.028 0.169 -0.080 0.0010
H -2.009157 -2.082300 4.198082 0.231 0.069 0.324 -0.0076
H -0.568894 -0.482785 2.529188 -0.298 0.283 -0.302 0.0256
H -1.630640 1.201957 -2.624918 0.353 -0.249 -0.436 -0.0011
H 0.111930 -3.476605 -0.391958 -0.278 0.165 1.088 0.0045
H -4.868735 -0.247744 0.194555 0.188 -0.142 0.076 0.0000
H 1.832307 2.135004 -7.296492 0.480 0.718 -0.388 0.0000
H -2.877253 1.069968 -3.829338 -0.176 0.515 -0.303 -0.0007
H -0.335750 3.924051 1.226665 -0.007 -0.245 -0.190 -0.0003
H 0.136082 1.157010 5.969512 -0.047 -0.094 0.150 -0.0001
H -4.830100 0.148578 2.677070 0.232 0.140 -0.232 -0.0001
H 4.312610 1.308616 -1.499815 -0.063 -0.270 -0.078 0.0015
H -2.230092 -2.510098 6.731889 0.182 -0.064 -0.032 0.0000
H 1.774842 -3.692634 -3.613523 -0.560 -0.195 -0.280 0.0004
H 1.280750 -2.368739 -5.998972 0.217 0.006 -0.717 0.0000
H -1.391135 2.517125 1.039309 0.002 0.201 -0.047 -0.0001
```
Forces are in eV/Å.

Output
Total charge: -1
Lowest unoccupied orbital energy (alpha / beta) (Eh): 0.0833 / 0.0830
Expectation value of S²: 6.033
Calculated total energy (eV): -75456.64784
Frontier orbital gap (alpha / beta) (eV): 5.279 / 5.156
Spin multiplicity: 5

=====

Entry 3:
Density functional theory data (ωB97M-V/def2-TZVPD) for 2 unconnected molecules or ions with the total composition C4H15N3O.

Structure (XYZ):
```
23
Properties=species:S:1:pos:R:3:forces:R:3:mulliken_spin:R:1
O -1.308516 2.107877 0.031820 -1.039 0.961 -0.838 0.0002
N -1.459509 -2.164288 -1.294245 1.578 1.542 -0.118 0.0328
N 0.023144 -0.250113 -0.954844 -2.045 -1.489 2.988 0.7895
N -0.150561 0.129527 1.957501 0.764 -0.638 -0.348 0.0021
C -1.015721 -0.850775 -1.806410 0.028 -1.377 -0.298 0.0100
C 1.884661 1.121745 0.928531 -0.374 0.006 -0.989 -0.0001
C 1.123809 -0.168708 1.259767 -0.589 0.073 0.018 0.0139
C 0.834924 -1.008238 -0.001219 1.530 0.993 -0.217 0.0099
H 0.133637 0.482614 2.856532 -0.332 0.093 0.456 0.0001
H 1.635727 -0.865618 1.924870 0.394 0.173 -0.121 0.0032
H 1.099474 1.776686 0.531097 0.284 0.386 0.303 0.0044
H 2.604853 1.078607 0.102197 0.136 -0.480 0.300 -0.0004
H -0.522225 -0.927815 -2.788900 -0.336 0.155 -0.107 0.0276
H -0.420594 0.491624 -0.384157 0.434 0.976 -0.980 -0.0085
H -0.745730 -2.826558 -1.584632 -0.993 -0.584 -0.041 -0.0003
H 2.371965 1.603038 1.766372 -0.137 -0.024 0.272 0.0004
H -0.625168 0.886915 1.491686 -0.047 0.282 0.187 -0.0001
H 1.817433 -1.181453 -0.464572 -0.018 -0.155 -0.232 0.0598
H -2.417384 -2.328573 -1.571432 0.276 -0.477 -0.195 0.0016
H -2.211426 2.386858 0.261727 0.061 -0.623 0.677 -0.0001
H -1.903666 -0.222937 -1.844020 0.443 0.479 -0.085 0.0092
H 0.477810 -1.988854 0.301224 -0.816 -0.106 -0.571 0.0445
H -1.226926 2.718438 -0.718896 0.797 -0.168 -0.062 0.0002
```
Forces are in eV/Å.

Output
Total charge: +1
Lowest unoccupied orbital energy (alpha / beta) (Eh): -0.1083 / -0.2774
Expectation value of S²: 0.754
Calculated total energy (eV): -10900.21821
Frontier orbital gap (alpha / beta) (eV): 10.301 / 5.696
Spin multiplicity: 2

=====

Entry 4:
Density functional theory data (ωB97M-V/def2-TZVPD) for a gas-phase ion, C7H14N4 (charge +2).

Structure (XYZ):
```
25
Properties=species:S:1:pos:R:3:forces:R:3:mulliken_charge:R:1
N -0.023067 1.828180 -0.798850 0.026 0.134 -0.959 -0.2085
N -0.522969 0.591073 -0.934817 -0.315 0.211 0.080 0.1368
N 2.455134 -0.490429 1.706155 -1.021 1.585 -1.948 -0.2875
N 2.011066 1.193194 0.143904 0.499 0.124 -0.306 -0.3639
C -1.952337 -1.194113 -0.287913 0.619 -2.486 -0.077 -1.4033
C 1.417353 -2.134159 -1.154053 -0.381 2.161 1.958 -0.4412
C -1.784877 0.274069 -0.321115 -2.368 2.538 0.031 0.4366
C 1.304506 2.029730 -0.530190 0.514 -2.213 1.371 -0.1705
C 1.972996 -0.084379 0.519005 -0.079 -1.092 -0.337 0.7805
C -1.793234 0.950308 1.058642 1.843 0.947 1.180 -1.1496
C 1.556151 -1.121791 -0.373596 0.061 0.622 0.413 -0.0851
H 2.538282 -1.450361 1.850338 0.234 -1.728 0.577 0.2402
H 1.811589 2.923159 -0.762458 -0.130 1.418 -0.499 0.4942
H -0.654618 2.657009 -0.686408 0.259 -1.205 -0.323 0.3448
H -2.043643 2.046554 1.078793 -0.022 -1.160 -0.219 0.3778
H -2.923736 -1.436168 0.159530 0.376 -0.037 0.066 0.4280
H -1.101148 -1.721212 0.305263 -1.509 1.010 -0.637 0.2861
H -1.971132 -1.699256 -1.291799 0.017 0.697 0.649 0.4077
H -2.666561 0.847271 -0.898756 1.769 -1.499 0.627 0.2436
H -0.117388 -0.183750 -1.494779 0.366 1.498 0.021 0.3900
H 2.143298 -2.690744 -1.581912 3.119 -1.307 -1.466 0.3255
H 0.522754 -2.604946 -1.344914 -2.581 -0.725 -0.257 0.3274
H -2.348180 0.448572 1.826504 -0.997 -0.304 -0.102 0.3756
H -0.763974 0.872037 1.523693 -0.715 0.139 -0.620 0.2341
H 2.933732 0.150159 2.289721 0.417 0.673 0.777 0.2806
```
Forces are in eV/Å.

Output
Total charge: +2
Lowest unoccupied orbital energy (alpha / beta) (Eh): -0.3806 / -0.4009
Calculated total energy (eV): -13423.87889
Frontier orbital gap (alpha / beta) (eV): 7.983 / 6.755
Spin multiplicity: 1

=====

Entry 5:
Density functional theory data (ωB97M-V/def2-TZVPD) for C20H21N3O4S in the gas phase.

Structure (XYZ):
```
49
Properties=species:S:1:pos:R:3:forces:R:3:mulliken_charge:R:1
S 4.341509 -1.368963 -0.191048 -0.648 -1.033 -0.833 0.2898
O 0.610348 1.195869 -1.494411 -0.295 0.113 -0.040 -0.3368
O 4.249222 -0.121994 0.591148 0.319 1.031 0.528 -0.5962
O 0.804041 -2.718093 1.092871 -0.208 -0.337 0.065 -0.6704
O -5.310548 -0.748727 -0.202640 0.209 0.265 -0.140 -0.4646
N 1.151869 3.183986 0.800551 0.375 0.356 -0.065 -0.6304
N 1.927159 -0.865691 1.756150 0.015 0.435 0.198 0.0638
N 1.041508 -0.967377 -1.367242 -0.787 -0.103 -0.058 -0.4986
C 2.793305 2.235507 -1.904069 -0.345 0.014 -0.079 -1.5933
C -5.820432 -1.950705 0.323388 -0.082 -0.208 0.094 -0.8530
C 0.807464 -0.213725 2.391295 -0.145 -0.114 0.244 -1.3847
C -3.976043 -0.658516 -0.448531 0.120 0.118 -0.031 0.9956
C -0.874468 1.493769 1.622701 0.225 0.108 0.066 -0.1590
C -0.115626 3.534305 0.668106 -0.336 0.051 0.004 -0.4369
C -3.541507 0.553157 -0.994471 -0.213 -0.096 0.071 -0.6986
C -1.168638 2.727802 1.068776 0.097 0.011 0.075 -0.5981
C 1.943884 1.041089 -1.688681 0.790 -0.774 -0.057 0.4956
C 2.207279 -0.301537 -1.629161 -0.130 1.106 -0.091 0.9739
C 1.427329 2.009106 1.339189 -0.080 -0.250 0.166 -0.2503
C 1.808280 -2.038962 1.116991 0.346 0.039 0.052 0.6612
C 3.477243 -1.022773 -1.809292 0.251 0.022 0.612 -1.2988
C -2.211064 0.754180 -1.277759 0.060 -0.237 -0.012 -0.1944
C 3.115200 -2.559235 0.525328 0.287 0.142 -0.247 -0.9881
C -3.046570 -1.664196 -0.194013 -0.392 -0.066 0.083 -0.3959
C -1.710616 -1.463073 -0.482056 0.243 0.317 -0.158 -0.9922
C -1.279593 -0.254307 -1.022558 -0.522 0.104 0.006 0.0904
C 0.123089 -0.049604 -1.294195 0.861 -0.679 -0.089 0.1955
C 0.453477 1.110778 1.767818 -0.145 0.067 -0.067 0.7062
H -0.981467 -2.227860 -0.266354 0.074 -0.102 0.031 0.4448
H -4.276394 1.318902 -1.187426 -0.088 0.091 -0.033 0.4636
H -3.350789 -2.606880 0.232014 -0.056 -0.080 0.039 0.4492
H -1.878612 1.690135 -1.700386 0.002 0.094 -0.019 0.5504
H -2.191044 3.047639 0.942192 -0.090 0.047 -0.035 0.4745
H 2.487710 3.018008 -1.210811 0.113 0.060 0.026 0.3514
H 3.661624 -3.056468 1.330491 0.011 0.008 -0.050 0.4752
H 1.049047 -0.052194 3.451659 -0.132 -0.093 -0.118 0.2977
H 4.186723 -0.434145 -2.388583 0.121 -0.091 0.042 0.4248
H -0.043717 -0.897436 2.326708 0.100 0.122 0.095 0.5651
H 2.682349 2.610806 -2.921893 0.040 0.069 -0.060 0.3604
H -1.667191 0.827627 1.932863 -0.092 -0.096 -0.002 0.4547
H 3.318669 -1.992123 -2.274275 0.042 -0.072 -0.131 0.4518
H 2.782873 -0.331492 1.624770 -0.017 -0.221 -0.094 0.2401
H 2.482872 1.779802 1.416716 0.102 -0.135 0.030 0.5000
H -5.397272 -2.170326 1.308752 -0.005 0.001 -0.045 0.3356
H -0.287511 4.503721 0.218656 -0.121 0.071 -0.027 0.3855
H -5.633578 -2.794124 -0.348565 0.005 0.029 0.032 0.3423
H 2.888256 -3.292638 -0.244826 -0.021 -0.034 -0.013 0.4060
H 3.834583 1.984488 -1.725229 0.063 -0.006 0.023 0.3502
H -6.894235 -1.797493 0.419330 0.078 -0.060 0.012 0.2453
```
Forces are in eV/Å.

Output
Total charge: 0
Lowest unoccupied orbital energy (Eh): 0.0229
Calculated total energy (eV): -44576.33485
Frontier orbital gap (eV): 8.458
Spin multiplicity: 1

=====

Entry 6:
Density functional theory data (ωB97M-V/def2-TZVPD) for 2 unconnected molecules or ions with the total composition H3N3O2.

Structure (XYZ):
```
8
Properties=species:S:1:pos:R:3:forces:R:3:mulliken_charge:R:1
O -1.611747 0.378015 0.417178 -2.435 -0.625 -0.555 -0.2195
O 1.230128 -1.031690 0.436409 -0.593 -2.316 -0.358 -0.4007
N 0.268237 0.779669 -0.174263 0.863 0.466 1.580 -0.0748
N -2.210059 -0.318542 -0.335953 1.349 0.564 0.845 -0.0692
N 0.766479 -0.292284 -0.668048 0.092 -0.355 -0.672 -0.2218
H 1.116899 -2.038972 0.213986 0.209 2.992 0.196 0.3779
H 0.147722 1.620626 -0.745214 0.076 -0.773 -0.036 0.2972
H 0.292341 0.903178 0.855906 0.439 0.047 -1.000 0.3109
```
Forces are in eV/Å.

Output
Total charge: 0
Lowest unoccupied orbital energy (alpha / beta) (Eh): 0.0019 / 0.0003
Calculated total energy (eV): -8606.57400
Frontier orbital gap (alpha / beta) (eV): 6.512 / 6.463
Spin multiplicity: 1

=====

Max |F|, record by record: 0.122; 0.140; 0.076; 0.072; 0.029; 0.058 hartree/bohr